1.
Molecular formula: C4H11N3O2
Method: DFT, wB97M-V/def2-TZVPD

XYZ file:
```
20
Properties=species:S:1:pos:R:3
C 0.35306 -1.32247 -0.68981
N -0.65405 -0.30639 -0.51215
C -1.79934 -0.36490 -1.08776
N -2.20454 -1.02904 -2.25418
N -2.72772 0.58456 -0.61250
H 1.11015 -0.81104 -1.27400
H 0.25818 -2.35253 -1.05005
H 0.75833 -1.44590 0.30294
H -1.64716 -1.81321 -2.55170
H -3.18414 -1.29983 -2.13459
H -2.75343 1.02670 0.27822
H -2.85402 1.18765 -1.43046
C 2.60215 1.20136 2.21537
C 1.43576 0.55175 1.61315
O 0.64152 -0.25579 2.04854
O 1.18995 1.21028 0.45870
H 3.38592 0.48652 2.43529
H 2.27668 1.87466 3.00344
H 3.10673 1.94573 1.55630
H 0.70597 0.93186 -0.31476
```

Computed properties:
Gap between HOMO and LUMO: 9.86 eV
Charge: 0
2S+1: 1
SMILES string: CN=C(N)N.CC(=O)O
Maximum force: 0.0719 Eh/bohr

***

2.
Molecular formula: C4H11N3O2
Method: DFT, wB97M-V/def2-TZVPD

XYZ file:
```
20
Properties=species:S:1:pos:R:3
H -3.58239 0.93136 0.58976
N -2.73131 0.60264 0.16184
C -1.62773 0.79085 0.75048
N -0.47309 0.33057 0.18438
N -1.45323 1.45663 1.98163
C -0.77920 0.71701 3.03886
H 0.40336 0.28827 0.64672
H -0.46779 0.13798 -0.79218
H -2.35456 1.77299 2.29289
H -1.39856 0.52949 3.91063
H 0.06401 1.23820 3.47383
H -0.54730 -0.30898 2.73841
C 2.60752 -1.02594 -1.77369
C 1.49929 -1.35874 -2.73391
O 1.43002 -2.34236 -3.40903
O 0.62121 -0.32864 -2.81467
H 3.00359 -0.09419 -2.05807
H 3.43513 -1.71489 -1.94247
H 2.37028 -1.09049 -0.73010
H -0.01924 -0.53178 -3.51533
```

Computed properties:
Gap between HOMO and LUMO: 9.47 eV
Charge: 0
2S+1: 1
SMILES string: [H]/N=C(/N)NC.CC(=O)O
Maximum force: 0.0339 Eh/bohr

***

3.
Molecular formula: C4H11N3O2
Method: DFT, wB97M-V/def2-TZVPD

XYZ file:
```
20
Properties=species:S:1:pos:R:3
C 0.03257 0.48951 3.47455
N -0.29796 0.17478 2.12747
C 0.01861 -0.82117 1.45220
N 1.06433 -1.80465 1.68971
N -0.78493 -0.90570 0.28358
H 0.74073 -0.09882 3.97840
H -0.91836 0.28932 4.04595
H 0.43265 1.43182 3.43544
H 1.15673 -2.11516 2.59381
H 1.38560 -2.52105 1.10144
H -1.54968 -0.18626 0.23656
H -0.54159 -1.00910 -0.72192
C 0.68814 0.73243 -3.35315
C -0.56316 0.48193 -2.55397
O -0.99051 -0.63235 -2.57468
O -1.17640 1.75046 -2.51831
H 1.42788 0.09171 -3.62768
H 1.51633 1.23254 -2.70616
H 0.41238 1.60049 -4.10913
H -2.05338 1.81929 -2.25412
```

Computed properties:
Gap between HOMO and LUMO: 8.94 eV
Charge: 0
2S+1: 1
SMILES string: CN=C(N)N.CC(=O)O
Maximum force: 0.1294 Eh/bohr

***

4.
Molecular formula: C4H11N3O2
Method: DFT, wB97M-V/def2-TZVPD

XYZ file:
```
20
Properties=species:S:1:pos:R:3
C -1.20086 -1.48020 1.60083
N -0.93014 -0.75277 0.39619
C -1.70371 -0.40814 -0.57131
N -1.11624 0.24518 -1.71184
N -3.09330 -0.45920 -0.47335
H -2.04641 -2.02647 1.56986
H -1.37243 -0.68406 2.35914
H -0.33296 -2.22674 1.99546
H -0.12760 0.33341 -1.86895
H -1.63832 0.97633 -2.04173
H -3.62369 0.14636 -1.25412
H -3.57507 -0.93054 0.33070
C 3.49800 1.06048 0.05452
C 2.03797 1.03551 -0.13270
O 1.45433 1.80407 -0.92837
O 1.44332 -0.00059 0.22159
H 4.12662 0.67988 -0.71540
H 3.88322 0.57559 0.97140
H 3.86198 2.07107 -0.07942
H 0.45530 0.04082 0.27752
```

Computed properties:
Gap between HOMO and LUMO: 9.55 eV
Charge: 0
2S+1: 1
SMILES string: CN=C(N)N.CC(=O)O
Maximum force: 0.1074 Eh/bohr

***

5.
Molecular formula: C4H11N3O2
Method: DFT, wB97M-V/def2-TZVPD

XYZ file:
```
20
Properties=species:S:1:pos:R:3
H -0.59640 -0.42029 3.70515
N -0.86339 -1.03705 2.99718
C -0.24705 -1.60034 2.05363
N -0.77148 -2.47238 1.01505
N 0.83595 -0.76318 1.69185
C 2.06560 -1.34004 1.16355
H -1.65995 -3.04550 1.26447
H -0.61548 -2.15705 0.06870
H 1.04344 -0.10846 2.52845
H 2.15684 -2.44696 1.02404
H 2.92603 -1.02379 1.73978
H 2.15602 -0.93262 0.17452
C -1.02706 3.06130 -2.73657
C -0.39388 1.72134 -2.59781
O 0.58877 1.22558 -3.08928
O -1.01369 1.04797 -1.50679
H -2.07657 2.93325 -3.19754
H -0.48899 3.70742 -3.38367
H -1.11361 3.48179 -1.69478
H -0.90508 0.16903 -1.21993
```

Computed properties:
Gap between HOMO and LUMO: 9.29 eV
Charge: 0
2S+1: 1
SMILES string: [H]/N=C(/N)NC.CC(=O)O
Maximum force: 0.1170 Eh/bohr

***

6.
Molecular formula: C4H11N3O2
Method: DFT, wB97M-V/def2-TZVPD

XYZ file:
```
20
Properties=species:S:1:pos:R:3
C 0.80156 -0.15345 1.79508
N 0.20599 0.35938 0.61441
C 0.28323 1.62265 0.28060
N 0.83090 2.73845 1.01182
N -0.31098 1.95174 -0.95441
H 0.30602 -0.71775 2.53064
H 1.29729 0.75277 2.19255
H 1.62888 -0.85430 1.61102
H 1.33841 2.27839 1.85364
H 1.50998 3.46331 0.56074
H -0.85596 2.82883 -1.17465
H -0.59911 1.09311 -1.56717
C -0.59827 -2.84749 -1.27576
C -0.95041 -1.36396 -1.38794
O -0.37031 -0.58507 -2.13296
O -1.73255 -0.98288 -0.39790
H 0.12524 -3.14285 -2.00505
H -1.44427 -3.44107 -1.14984
H -0.02353 -2.94267 -0.41034
H -1.44213 -0.05712 0.00553
```

Computed properties:
Gap between HOMO and LUMO: 9.63 eV
Charge: 0
2S+1: 1
SMILES string: CN=C(N)N.CC(=O)O
Maximum force: 0.0723 Eh/bohr

***

7.
Molecular formula: C4H11N3O2
Method: DFT, wB97M-V/def2-TZVPD

XYZ file:
```
20
Properties=species:S:1:pos:R:3
H -2.10405 -0.83412 1.41071
N -1.50618 -1.00005 0.61290
C -1.37548 -0.14121 -0.30938
N -0.70068 -0.52275 -1.50976
N -1.96798 1.09891 -0.36711
C -2.07002 1.81174 -1.60826
H 0.00907 -1.22759 -1.40327
H -1.36133 -0.67506 -2.24698
H -2.39310 1.43421 0.47103
H -2.93137 1.61678 -2.24246
H -1.18060 1.72389 -2.22777
H -2.14336 2.88316 -1.37440
C 2.53011 -0.19741 -0.32970
C 1.83376 -0.22912 0.96663
O 1.49619 0.57719 1.78736
O 1.82430 -1.56211 1.35459
H 1.76724 -0.15382 -1.10910
H 3.24810 -1.00822 -0.42190
H 3.14255 0.68184 -0.55746
H 1.17599 -1.68176 2.01853
```

Computed properties:
Gap between HOMO and LUMO: 9.65 eV
Charge: 0
2S+1: 1
SMILES string: [H]/N=C(/N)NC.CC(=O)O
Maximum force: 0.0692 Eh/bohr

***

8.
Molecular formula: C4H11N3O2
Method: DFT, wB97M-V/def2-TZVPD

XYZ file:
```
20
Properties=species:S:1:pos:R:3
H -0.18313 1.97536 -0.90616
N -0.25614 1.15745 -0.32303
C -1.36890 0.57406 -0.11572
N -1.46493 -0.46846 0.73034
N -2.62664 0.87085 -0.71987
C -2.48166 1.60633 -1.98232
H -0.62549 -0.66061 1.27522
H -1.95188 -1.28201 0.44008
H -3.07468 1.46901 -0.02923
H -3.35466 1.33812 -2.58221
H -1.72665 1.11812 -2.60017
H -2.39756 2.68041 -1.91383
C 3.40906 -1.35441 0.49200
C 1.95024 -1.08390 0.69848
O 1.11989 -1.91089 0.38527
O 1.60383 0.14435 1.03560
H 3.77101 -0.73914 -0.33008
H 3.50763 -2.35858 0.10694
H 4.06802 -1.24281 1.35089
H 0.87590 0.54560 0.44727
```

Computed properties:
Gap between HOMO and LUMO: 10.31 eV
Charge: 0
2S+1: 1
SMILES string: [H]/N=C(/N)NC.CC(=O)O
Maximum force: 0.0377 Eh/bohr

***

9.
Molecular formula: C4H11N3O2
Method: DFT, wB97M-V/def2-TZVPD

XYZ file:
```
20
Properties=species:S:1:pos:R:3
C -1.64385 0.76289 -0.46087
N -0.33335 0.14285 -0.41343
C 0.26235 -0.09177 -1.52823
N -0.24586 0.23516 -2.79063
N 1.45030 -0.75249 -1.54040
H -2.36239 0.31514 -1.15211
H -1.56831 1.84198 -0.64629
H -2.04097 0.72831 0.55405
H -1.08793 0.78506 -2.72845
H 0.42707 0.67965 -3.39892
H 1.76350 -1.13852 -0.66370
H 1.80673 -1.03644 -2.43385
C 0.40677 0.59793 2.36471
C 0.84272 -0.78875 1.97491
O 1.83139 -1.14391 1.39801
O -0.10267 -1.68100 2.41469
H 1.11369 1.15745 2.98120
H -0.54950 0.47250 2.85930
H 0.29735 1.23570 1.49639
H -0.26706 -2.32175 1.71362
```

Computed properties:
Gap between HOMO and LUMO: 9.35 eV
Charge: 0
2S+1: 1
SMILES string: CN=C(N)N.CC(=O)O
Maximum force: 0.0208 Eh/bohr

***

10.
Molecular formula: C4H11N3O2
Method: DFT, wB97M-V/def2-TZVPD

XYZ file:
```
20
Properties=species:S:1:pos:R:3
H -0.54454 0.26326 -2.78280
N 0.19127 0.15363 -2.09541
C 0.40761 1.18048 -1.37717
N -0.17348 2.41323 -1.56797
N 1.33747 1.14989 -0.35042
C 2.10432 -0.08881 -0.22021
H -0.37747 2.70092 -2.50669
H 0.05878 3.11481 -0.90119
H 0.89737 1.39336 0.52238
H 2.99771 0.16705 0.29659
H 2.39592 -0.42101 -1.20792
H 1.56865 -0.91393 0.25266
C -1.18577 -1.73514 2.35628
C -1.40877 -0.87215 1.15223
O -1.55891 0.32261 1.16046
O -1.46915 -1.64050 0.05657
H -0.90490 -1.26691 3.27055
H -0.61402 -2.63082 2.10845
H -2.16674 -2.19377 2.57391
H -1.55536 -1.09622 -0.74031
```

Computed properties:
Gap between HOMO and LUMO: 9.96 eV
Charge: 0
2S+1: 1
SMILES string: [H]/N=C(\N)NC.CC(=O)O
Maximum force: 0.0385 Eh/bohr

***

11.
Molecular formula: C4H11N3O2
Method: DFT, wB97M-V/def2-TZVPD

XYZ file:
```
20
Properties=species:S:1:pos:R:3
H 0.25140 0.91779 0.76216
N -0.37092 1.69205 0.98726
C -1.13815 1.83405 -0.01890
N -2.18691 2.71452 0.04754
N -1.04303 1.14874 -1.24340
C 0.30423 0.97987 -1.82846
H -2.11747 3.39361 0.78383
H -2.60165 2.95343 -0.82615
H -1.70310 0.44105 -1.49282
H 0.94522 0.40922 -1.16213
H 0.67776 1.97067 -2.05536
H 0.17074 0.35059 -2.70731
C 2.00393 -2.67712 1.21601
C 0.56977 -2.42340 0.86019
O -0.25389 -3.29355 0.76395
O 0.23827 -1.12253 0.86812
H 2.49385 -3.41735 0.60103
H 1.92003 -3.13295 2.20984
H 2.55455 -1.76016 1.38809
H -0.71464 -0.97853 0.84650
```

Computed properties:
Gap between HOMO and LUMO: 9.66 eV
Charge: 0
2S+1: 1
SMILES string: [H]/N=C(/N)NC.CC(=O)O
Maximum force: 0.0315 Eh/bohr

***

12.
Molecular formula: C4H11N3O2
Method: DFT, wB97M-V/def2-TZVPD

XYZ file:
```
20
Properties=species:S:1:pos:R:3
C 0.38710 2.00114 3.40697
C 0.35279 0.97790 1.21270
N 0.36003 1.04235 -0.09028
N 0.12124 2.03974 2.00304
N 0.44998 -0.24106 1.82060
H -0.01472 1.90122 -0.49896
H -0.46140 -0.24771 -1.49586
H -0.45572 2.80260 1.66129
H 1.24691 -0.39567 2.42907
H 0.43006 -0.95232 1.09504
H -0.27447 1.30570 3.92298
H 0.31672 2.96911 3.88400
H 1.37907 1.57584 3.57264
C -0.37959 -2.64579 -3.61451
C -0.80834 -1.47262 -2.78403
O -0.05250 -1.06906 -1.74764
O -1.76379 -0.82045 -3.13047
H -1.15976 -2.82530 -4.34612
H -0.15058 -3.56594 -3.08242
H 0.47697 -2.37967 -4.21804
```

Computed properties:
Gap between HOMO and LUMO (alpha / beta): 9.24 / 4.57 eV
Charge: +1
<S²>: 0.778
2S+1: 2
Maximum force: 0.0416 Eh/bohr

***

- Among the records above, which one has the highest 2S+1?
  number 12